No. 1
DFT (ωB97M-V/def2-TZVPD) results for C19H34N6O7Pm as an isolated structure at a distorted geometry.

Atoms and positions in Å:
1 O 2.4278 -3.7170 -3.7072
2 H 2.4248 -3.9438 -4.6498
3 Pm 0.5302 -1.6574 -1.6130
4 N -1.7306 -1.4045 -0.5242
5 N -1.3609 -1.9943 -2.9261
6 N 1.4088 -1.3524 0.7356
7 N 2.9474 -1.8432 -1.3138
8 O -1.8219 -1.2172 0.7730
9 O 0.5975 -1.1803 1.8573
10 O 3.7760 -1.9877 -2.4216
11 O -0.4655 -1.3728 -3.6778
12 C -2.5559 -1.3487 -2.6883
13 C -2.8186 -1.1336 -1.3038
14 C 2.7177 -1.1463 0.9384
15 C 3.5506 -1.3311 -0.2334
16 C -4.1044 -0.6048 -0.7783
17 H -3.9663 0.3004 -0.1693
18 H -4.6170 -1.3640 -0.1712
19 H -4.7700 -0.3560 -1.6121
20 C -3.3623 -0.8419 -3.8213
21 H -3.2297 -1.5322 -4.6676
22 H -3.0236 0.1632 -4.1324
23 H -4.4253 -0.7821 -3.5630
24 C 3.3160 -0.6885 2.2258
25 C 4.9911 -0.9545 -0.2298
26 H 2.6484 -0.8846 3.0699
27 H 3.5358 0.3887 2.1801
28 H 4.2703 -1.2015 2.3897
29 H 5.3033 -0.6923 -1.2396
30 H 5.6311 -1.7747 0.1173
31 H 5.1445 -0.0984 0.4303
32 H -0.3564 -1.2001 1.4828
33 H 3.3086 -2.7031 -2.9848
34 C 1.2943 -4.3418 -3.0286
35 H 0.3329 -3.8559 -3.2788
36 H 1.4912 -4.3229 -1.9403
37 H 1.2506 -5.3965 -3.3456
38 O -0.2915 -3.9362 -0.0254
39 H 0.2471 -3.8979 0.7900
40 H -1.1477 -3.5345 0.2341
41 C 0.1378 2.5981 5.0826
42 C -0.4067 3.5318 4.0258
43 N -0.5736 2.8670 2.7199
44 C -1.6942 1.9081 2.6535
45 C -2.8618 2.3171 1.7681
46 C -0.1051 3.5509 1.6193
47 O 0.3568 4.6947 1.7211
48 C -0.0979 2.8664 0.2781
49 C -0.2502 3.6607 -0.8673
50 C -0.2575 3.0264 -2.1074
51 C -0.0652 1.6369 -2.1663
52 N 0.1825 0.8920 -1.0749
53 C 0.1597 1.5058 0.1376
54 H -0.5656 1.7905 5.3083
55 H 0.3177 3.1786 5.9914
56 H 1.0899 2.1733 4.7443
57 H -1.3887 3.9300 4.3258
58 H 0.2820 4.3652 3.8669
59 H -1.3191 0.9191 2.3472
60 H -2.0369 1.8045 3.6914
61 H -2.5549 2.5056 0.7349
62 H -3.5999 1.5097 1.7668
63 H -3.3366 3.2194 2.1703
64 H -0.3776 4.7385 -0.7613
65 H -0.4071 3.5817 -3.0278
66 H -0.0936 1.0999 -3.1175
67 H 0.3670 0.8706 0.9921

## Properties
E_HOMO (spin up / spin down): -10.10 / -10.51 eV
Gap between HOMO and LUMO (spin up / spin down): 6.038 / 6.476 eV
Charge: +1
DFT total energy: -60072.817 eV
LUMO level (spin up / spin down): -4.06 / -4.04 eV
Spin multiplicity: 5
ΔE to the lowest compared entry with this formula, charge and spin: 0.000 eV

Need the Mulliken charges? In units of e they are: O -0.518; H 0.295; Pm 1.201; N 0.853; N -0.149; N 0.367; N 0.079; O -0.818; O -0.556; O -0.521; O -0.620; C 0.412; C 0.228; C 0.369; C 0.546; C -1.140; H 0.001; H 0.307; H 0.326; C -1.397; H 0.347; H 0.230; H 0.494; C -1.724; C -1.495; H 0.369; H 0.353; H 0.491; H 0.456; H 0.329; H 0.414; H 0.312; H 0.472; C -0.551; H 0.334; H 0.239; H 0.393; O -0.574; H 0.318; H 0.293; C -1.063; C -0.641; N 0.372; C -0.239; C -1.158; C 0.408; O -0.698; C -0.358; C -0.426; C -1.027; C -0.154; N 0.312; C -0.480; H 0.333; H 0.402; H 0.228; H 0.346; H 0.427; H -0.173; H 0.506; H 0.298; H 0.354; H 0.358; H 0.506; H 0.442; H 0.493; H 0.865

=====

No. 2
DFT (ωB97M-V/def2-TZVPD) results for C19H34N9O3RuS as an isolated structure at a distorted geometry.

Atoms and positions in Å:
1 Ru -0.0229 -0.0108 0.5158
2 C -1.3320 4.7386 -2.5951
3 O -1.3134 3.6617 -1.6360
4 C -0.5091 2.6381 -1.7661
5 O -0.4264 1.8489 -0.7918
6 N 0.1496 2.5052 -2.9133
7 N 1.0085 1.4010 -3.1363
8 H -2.0856 5.4302 -2.2431
9 H -1.6262 4.3879 -3.5797
10 H -0.3613 5.2187 -2.6440
11 H 0.0174 3.1608 -3.6783
12 H 1.9310 1.7621 -3.3714
13 H 0.6353 0.9222 -3.9418
14 O -1.9569 -0.1090 0.9396
15 N -2.4435 0.2526 2.1678
16 C -3.7745 0.0839 2.4231
17 C -4.3241 0.5204 3.6228
18 C -3.4659 0.9987 4.5953
19 C -2.1102 1.1179 4.3179
20 C -1.6137 0.8054 3.0812
21 S 0.0057 1.1995 2.5557
22 H -4.3683 -0.3556 1.6346
23 H -5.3718 0.3558 3.7517
24 H -3.7754 1.3447 5.5748
25 H -1.3670 1.5170 5.0350
26 C -0.4972 -4.3197 -0.2291
27 N -1.3534 -3.4651 -1.0856
28 C -2.5507 -3.9810 -1.8041
29 C -3.2917 -2.6870 -2.2173
30 N -2.2220 -1.7139 -2.1189
31 C -2.5579 -0.3363 -2.3828
32 C -1.2379 -2.1566 -1.3307
33 N -0.1503 -1.4244 -0.8518
34 C 1.1527 -1.7999 -1.5109
35 C 2.2684 -1.4906 -0.5389
36 N 1.8738 -0.2896 0.2079
37 C 2.8977 0.3098 0.9308
38 N 3.7594 -0.3433 1.7139
39 C 3.6154 -1.6663 2.3175
40 C 4.7637 0.6089 2.2008
41 C 4.0497 1.9413 2.0516
42 N 3.1332 1.6179 0.9450
43 C 2.4517 2.6272 0.1694
44 H -1.0831 -4.6985 0.5775
45 H 0.3362 -3.7577 0.1534
46 H -0.1780 -5.1721 -0.8523
47 H -3.1747 -4.6161 -1.2019
48 H -2.2387 -4.5441 -2.6697
49 H -4.0929 -2.4266 -1.5009
50 H -3.7295 -2.7376 -3.2169
51 H -3.3331 0.0614 -1.6942
52 H -2.9358 -0.2351 -3.3859
53 H -1.6429 0.2768 -2.3055
54 H 1.2277 -1.2006 -2.4336
55 H 1.1002 -2.8508 -1.7858
56 H 3.1812 -1.2702 -1.0932
57 H 2.4472 -2.3442 0.1047
58 H 2.5806 -1.9352 2.4804
59 H 4.1486 -1.6115 3.2515
60 H 4.1215 -2.4192 1.7444
61 H 5.6381 0.5495 1.5564
62 H 5.0466 0.3844 3.2214
63 H 4.6736 2.7713 1.7625
64 H 3.4812 2.2437 2.9563
65 H 3.1445 3.1838 -0.4635
66 H 1.9793 3.3297 0.8959
67 H 1.6983 2.1918 -0.4861

## Properties
E_HOMO (spin up / spin down): -17.04 / -17.04 eV
Gap between HOMO and LUMO (spin up / spin down): 8.334 / 5.908 eV
Charge: +3
DFT total energy: -53198.108 eV
LUMO level (spin up / spin down): -8.71 / -11.13 eV
Spin multiplicity: 5
ΔE to the lowest compared entry with this formula, charge and spin: 0.000 eV

Need the Mulliken charges? In units of e they are: Ru 0.232; C -0.938; O -0.255; C 0.716; O -0.154; N -0.155; N -0.498; H 0.256; H 0.374; H 0.398; H 0.202; H 0.258; H 0.301; O -0.367; N 0.303; C -0.224; C -0.736; C -0.292; C -0.748; C 0.800; S -0.362; H 0.478; H 0.460; H 0.442; H 0.426; C -0.857; N 0.036; C -0.631; C -0.597; N 0.163; C -0.790; C -0.047; N 0.722; C -1.105; C -0.639; N 0.846; C -0.033; N 0.023; C -1.038; C -0.565; C -0.550; N 0.091; C -0.555; H 0.358; H 0.204; H 0.360; H 0.402; H 0.359; H 0.318; H 0.374; H 0.266; H 0.478; H -0.093; H 0.260; H 0.546; H 0.376; H 0.411; H 0.339; H 0.399; H 0.371; H 0.314; H 0.426; H 0.392; H 0.274; H 0.430; H 0.341; H -0.296

=====

No. 3
DFT (ωB97M-V/def2-TZVPD) results for C19H35AsMoNO12P2S2Si2Te as an isolated structure at a distorted geometry.

Atoms and positions in Å:
1 Mo 0.7181 0.1835 -0.6881
2 N -0.4483 2.8703 -4.0584
3 C -0.5300 3.4048 -2.6333
4 C -1.0382 4.8407 -2.6351
5 P -1.7526 2.2390 -1.8462
6 O -2.1157 2.9112 -0.4642
7 O -2.8176 2.0855 -2.8535
8 O -0.9777 0.9330 -1.4958
9 P 1.0706 3.1726 -1.7813
10 O 2.0418 3.9471 -2.7789
11 O 0.9471 3.6688 -0.4139
12 O 1.2372 1.6353 -2.0710
13 H -1.3947 2.5697 -4.3298
14 H 0.1748 2.0598 -4.0819
15 H -0.0888 3.5737 -4.7013
16 H -2.0725 4.9066 -2.9764
17 H -0.4118 5.4694 -3.2720
18 H -0.9646 5.2392 -1.6246
19 H -2.7435 3.6416 -0.5330
20 H 2.9544 3.9827 -2.4433
21 O 3.5050 -2.5065 -0.5274
22 As 2.9085 -1.7889 0.9477
23 O 2.7727 -2.9667 2.0488
24 O 1.3278 -1.1535 0.3715
25 C 4.2294 -0.5104 1.5157
26 C 5.0843 -0.9808 2.4930
27 C 6.1780 -0.1949 2.8472
28 C 6.4060 1.0312 2.2409
29 C 5.5363 1.5143 1.2702
30 C 4.4556 0.7322 0.9216
31 S 3.2648 1.2493 -0.2313
32 O 3.7099 2.4653 -0.8357
33 O 3.0026 0.0787 -1.1206
34 O 1.9748 1.3110 0.5731
35 H 3.7608 -3.4092 -0.2809
36 H 4.8909 -1.9383 2.9547
37 H 6.8622 -0.5530 3.6056
38 H 7.2640 1.6236 2.5292
39 H 5.6848 2.4758 0.7954
40 C 0.2217 -3.8187 0.4972
41 Si -1.1189 -2.5881 0.1461
42 C -0.7268 -2.0181 -1.6579
43 C -2.6372 -3.5698 0.5943
44 C -1.4205 -0.8561 0.9277
45 Si -1.1268 -0.3688 2.7898
46 C 0.5745 -0.8543 3.3488
47 C -1.2662 1.4863 2.8187
48 C -2.4161 -1.2115 3.8222
49 H -0.1770 -4.7931 0.2003
50 H 0.5125 -3.8786 1.5473
51 H 1.1238 -3.6329 -0.0788
52 H -0.3351 -2.8280 -2.2769
53 H 0.1408 -1.3082 -1.7030
54 H -1.5491 -1.5269 -2.1655
55 H -2.7942 -4.4161 -0.0830
56 H -3.5621 -3.0054 0.6498
57 H -2.4292 -3.9907 1.5866
58 H -0.6893 -0.0945 0.4097
59 H 1.3190 -0.2013 2.8815
60 H 0.8287 -1.8932 3.1286
61 H 0.6577 -0.7093 4.4310
62 H -0.6069 1.9377 2.0683
63 H -0.9700 1.8792 3.7955
64 H -2.2854 1.8312 2.6201
65 H -2.2949 -2.2998 3.8021
66 H -3.4219 -0.9750 3.4787
67 H -2.3254 -0.8861 4.8646
68 Te -3.3526 -0.0341 0.4796
69 C -4.3976 -1.1022 -1.0129
70 C -4.2259 -2.1624 -1.8524
71 C -5.3717 -2.4233 -2.6638
72 C -6.3885 -1.5584 -2.4295
73 S -5.9712 -0.4274 -1.2199
74 H -3.3372 -2.7661 -1.9038
75 H -5.4243 -3.2292 -3.3849
76 H -7.3631 -1.5207 -2.8926

## Properties
E_HOMO (spin up / spin down): -9.93 / -9.93 eV
Gap between HOMO and LUMO (spin up / spin down): 5.706 / 5.704 eV
Charge: +1
DFT total energy: -172321.641 eV
LUMO level (spin up / spin down): -4.22 / -4.23 eV
Spin multiplicity: 1

Need the Mulliken charges? In units of e they are: Mo -0.665; N -0.148; C 0.459; C -1.890; P 0.385; O -0.418; O -0.938; O 0.169; P 0.681; O -0.584; O -0.710; O -0.975; H 0.396; H 0.276; H 0.384; H 0.441; H 0.484; H 0.421; H 0.369; H 0.462; O -0.533; As 1.060; O -0.685; O 0.123; C -0.443; C -0.762; C -0.691; C -0.642; C -0.465; C 0.255; S 1.577; O -0.688; O -0.640; O -0.335; H 0.360; H 0.584; H 0.426; H 0.425; H 0.549; C -1.448; Si 1.058; C -1.295; C -1.287; C 1.413; Si 0.123; C -0.652; C -0.955; C -1.096; H 0.497; H 0.396; H 0.304; H 0.546; H 0.855; H 0.449; H 0.401; H 0.443; H 0.404; H -0.156; H -0.106; H 0.290; H 0.610; H 0.212; H 0.428; H 0.332; H 0.319; H 0.332; H 0.394; Te 0.362; C 0.084; C -0.040; C -1.010; C -0.488; S -0.143; H 0.547; H 0.381; H 0.419

=====

No. 4
DFT (ωB97M-V/def2-TZVPD) results for a 4-piece molecular cluster, C19H35BF4N2O11P overall at a distorted geometry.

Atoms and positions in Å:
1 C 2.8488 -6.8177 4.8513
2 C 1.5887 -5.9904 4.5246
3 C 1.3515 -5.8820 2.9837
4 C 1.1923 -4.4712 2.4875
5 N 0.0985 -3.7194 2.6677
6 P -1.2755 -4.3827 3.5948
7 C -1.9045 -3.1747 4.8311
8 C -2.6009 -5.0218 2.4835
9 C 0.3008 -2.4853 2.0384
10 C -0.6981 -1.3601 1.9621
11 F -0.7139 -0.9698 0.6556
12 F -1.9534 -1.7241 2.2615
13 C -0.2162 -0.0990 2.7874
14 F 0.4239 0.7237 1.8962
15 F -1.2352 0.5681 3.3245
16 C 1.5329 -2.5280 1.5373
17 N 2.0898 -3.7633 1.8098
18 B 3.4864 -4.2456 1.4377
19 O 3.7705 -4.8219 0.2441
20 O 4.4558 -4.0845 2.3988
21 H 3.7175 -6.4026 4.3253
22 H 2.6924 -7.8464 4.5097
23 H 2.9831 -6.8208 5.9353
24 H 1.6434 -4.9752 4.9355
25 H 0.7063 -6.4789 4.9456
26 H 0.4518 -6.4288 2.6841
27 H 2.1729 -6.3675 2.4329
28 H -1.0417 -2.6275 5.2300
29 H -2.3288 -3.7579 5.6548
30 H -2.6797 -2.4952 4.4621
31 H -3.5616 -4.9201 3.0013
32 H -2.6130 -4.6072 1.4703
33 H -2.4267 -6.0998 2.3862
34 H 0.5546 -0.3790 3.5158
35 H 1.9989 -1.7181 0.9878
36 H 3.6579 -4.1970 -0.4892
37 H 4.4800 -4.8898 2.9409
38 C -1.5507 2.4674 1.0014
39 O -2.7049 3.3064 0.9682
40 C -2.5132 4.4750 0.3519
41 O -1.4824 4.8472 -0.1474
42 O -3.6564 5.1535 0.3845
43 C -3.5985 6.4359 -0.2463
44 H -1.8332 1.5670 1.5135
45 H -1.2354 2.2107 -0.0104
46 H -0.7398 2.9487 1.5454
47 H -3.3569 6.3337 -1.3031
48 H -2.8718 7.0762 0.2511
49 H -4.5843 6.8828 -0.1520
50 C 0.7190 3.5443 -2.2449
51 O 1.6641 2.6852 -2.8962
52 C 1.1884 1.4828 -3.2027
53 O 0.0742 1.0816 -2.9815
54 O 2.1618 0.7912 -3.8031
55 C 1.7866 -0.5279 -4.1955
56 H 1.2149 4.4898 -2.0443
57 H -0.1374 3.7334 -2.8891
58 H 0.3974 3.1156 -1.2993
59 H 0.9705 -0.4987 -4.9157
60 H 1.5055 -1.1230 -3.3266
61 H 2.6552 -0.9807 -4.6670
62 C 0.3786 4.1443 -5.6233
63 O -0.7780 4.9793 -5.6614
64 C -0.5880 6.1467 -6.2821
65 O 0.4391 6.5189 -6.7833
66 O -1.7351 6.8248 -6.2475
67 C -1.6782 8.1047 -6.8807
68 H 0.1074 3.2308 -5.1000
69 H 0.6989 3.8824 -6.6307
70 H 1.1858 4.6318 -5.0782
71 H -1.4383 8.0005 -7.9376
72 H -0.9505 8.7463 -6.3863
73 H -2.6640 8.5522 -6.7860

## Properties
E_HOMO: -11.98 eV
Gap between HOMO and LUMO: 9.120 eV
Charge: +1
DFT total energy: -66604.904 eV
LUMO level: -2.86 eV
Spin multiplicity: 1
ΔE to the lowest compared entry with this formula, charge and spin: 0.000 eV

Need the Mulliken charges? In units of e they are: C -1.218; C -0.145; C -1.156; C 0.180; N 0.141; P 0.376; C -1.119; C -1.208; C -0.562; C 1.463; F -0.209; F -0.322; C -0.040; F -0.240; F -0.269; C -0.977; N 0.166; B 0.770; O -0.404; O -0.582; H 0.180; H 0.358; H 0.383; H 0.319; H 0.341; H 0.340; H 0.579; H 0.314; H 0.430; H 0.339; H 0.398; H 0.351; H 0.358; H 0.442; H 0.635; H 0.326; H 0.288; C -0.417; O -0.403; C 0.781; O -0.554; O -0.356; C -0.618; H 0.140; H 0.221; H 0.371; H 0.291; H 0.292; H 0.226; C -0.453; O -0.362; C 0.947; O -0.577; O -0.371; C -0.599; H 0.315; H 0.312; H 0.051; H 0.299; H 0.220; H 0.240; C -0.599; O -0.312; C 0.767; O -0.534; O -0.317; C -0.635; H 0.025; H 0.435; H 0.331; H 0.297; H 0.298; H 0.220